The following is a DFT calculation (ωB97M-V/def2-TZVPD) of a molecular structure, C28H14Cl6NO2PS5Ti.

Each line ends with the Löwdin charge.
CARTESIAN COORDINATES (ANGSTROEM)
H -4.92 2.92 3.23  0.10
C -2.87 0.99 -1.88  -0.07
C 2.52 3.96 -0.13  -0.09
Cl 3.07 0.71 -2.01  0.77
C 1.59 3.92 -1.16  -0.10
C -1.53 0.70 -1.66  -0.35
C 4.00 -3.63 -1.20  -0.69
H -3.51 1.32 -1.08  0.10
C 2.91 -3.01 -0.61  -0.56
S -2.98 -3.74 -2.47  0.49
C 0.59 2.96 -1.16  -0.11
H 3.17 3.06 1.71  0.11
C 0.51 2.04 -0.12  -0.38
Cl 1.83 -3.83 0.46  0.79
S -0.15 -4.62 4.83  0.95
Cl 5.53 -0.66 -3.38  0.66
C -3.42 0.83 -3.15  -0.08
N -1.01 -2.57 -0.86  -0.09
C -1.28 0.11 -3.98  -0.07
H -0.66 -0.25 -4.79  0.11
Cl 6.17 -3.67 -2.82  0.65
C -4.13 2.52 2.60  -0.08
H 0.30 0.00 -2.54  0.08
H 1.66 4.62 -1.98  0.10
C -3.98 1.15 2.48  -0.10
O 0.94 -4.18 7.19  -0.09
S 0.69 -0.83 2.89  0.52
H 3.31 4.70 -0.14  0.10
H -3.05 0.26 -5.18  0.10
Cl -2.75 -1.06 1.59  0.72
Cl 4.32 -5.29 -0.87  0.69
Ti 0.00 -1.76 0.72  0.31
H -3.37 4.46 2.06  0.10
C 0.54 -2.23 3.95  -1.14
C -1.85 -3.07 -1.51  -0.95
C -2.07 1.51 1.01  -0.37
C 4.53 -1.56 -2.31  -0.69
C 0.73 -3.75 6.09  -1.04
C -2.63 0.39 -4.20  -0.09
H 1.41 1.35 1.71  0.04
C -0.09 -3.37 3.61  -1.14
C 4.82 -2.90 -2.06  -0.71
H -1.55 3.55 0.67  0.11
C -2.95 0.66 1.68  -0.62
C 1.44 2.08 0.91  -0.10
C 2.44 3.04 0.91  -0.07
S 1.21 -2.13 5.56  0.94
H -4.63 0.46 2.99  0.11
C 3.44 -0.94 -1.70  -0.58
O 1.58 -1.11 -0.25  -0.31
S -0.87 -3.67 2.06  0.45
C -0.74 0.25 -2.72  -0.10
H -4.47 1.04 -3.31  0.10
P -0.76 0.76 0.00  1.05
C -3.26 3.39 1.95  -0.08
H -0.13 2.93 -1.97  0.11
C 2.61 -1.66 -0.84  -0.44
C -2.24 2.88 1.17  -0.07

Values from the calculation:
<S²> ... 0.756
Multiplicity ... 2
Charge ... -1
E_LUMO (spin up / spin down) ... 2.15 / 2.15 eV



The following is a DFT calculation (ωB97M-V/def2-TZVPD) of a molecular structure, C28H18Cl3IrN5O3.

Each line ends with the Löwdin charge.
CARTESIAN COORDINATES (ANGSTROEM)
C -3.08 0.72 0.20  -0.47
C -1.56 -1.44 -2.25  -0.11
C 0.47 2.28 -3.22  -0.03
N -1.82 -0.78 -1.12  0.04
C 2.36 -0.74 -4.32  -0.61
Cl 2.89 -0.36 -5.92  0.69
C 1.19 -0.18 -2.27  -0.21
C -1.32 0.59 3.31  -0.23
O 1.16 1.43 4.34  0.05
O 1.04 -1.79 -0.52  -0.22
N 0.50 0.67 -1.48  0.02
Ir -0.19 -0.32 0.62  1.45
N 2.03 0.53 1.08  0.05
H 0.15 3.26 -3.56  0.11
C -2.42 0.46 2.49  -0.26
C -2.76 0.15 -1.13  -0.21
C -3.85 0.23 4.41  -0.08
H -1.94 -1.68 -4.34  0.11
O -4.10 1.36 0.38  0.08
H 3.26 -2.66 -4.35  0.11
C -0.02 -2.06 1.97  -0.59
H -2.87 0.40 6.31  0.10
N -0.11 0.64 2.61  0.00
C -2.18 -1.13 -3.45  -0.03
H -0.82 -2.23 -2.18  0.12
H -0.63 0.75 5.33  0.10
C 3.49 0.97 2.91  0.02
N -2.13 0.44 1.13  -0.01
H -0.40 2.49 -1.24  0.12
C -2.75 0.43 5.24  -0.08
H 3.56 1.21 3.96  0.12
H 1.48 1.77 -5.03  0.10
C -3.69 0.26 3.03  -0.02
H 5.23 0.43 0.07  0.11
C 1.48 -1.46 -1.70  -0.46
C 3.10 0.41 0.29  -0.10
C 2.26 -2.30 -2.49  -0.59
C 2.23 0.82 2.35  -0.19
H -4.21 1.28 -2.20  0.12
C 4.40 0.54 0.75  -0.03
C 2.68 -1.96 -3.78  -0.12
C 1.20 1.46 -4.04  -0.01
H 5.60 0.89 2.50  0.11
C -1.49 0.61 4.69  0.00
H -3.64 0.15 -4.38  0.11
Cl 2.68 -3.86 -1.85  0.72
C 1.04 0.99 3.21  -0.47
H -4.82 0.04 4.84  0.10
H 2.93 0.21 -0.76  0.10
C -3.45 0.52 -2.27  0.02
Cl -1.64 -2.71 1.77  0.55
H 0.70 -2.76 1.55  0.01
H 0.12 -1.81 3.02  0.02
C 1.59 0.19 -3.58  -0.17
H -4.53 0.11 2.37  0.11
C -3.14 -0.12 -3.46  -0.04
C 0.15 1.85 -1.92  -0.10
C 4.60 0.81 2.10  -0.04

Values from the calculation:
<S²> ... 0.764
Multiplicity ... 2
E_LUMO (spin up / spin down) ... -1.29 / -1.10 eV



Strongest force on any atom readings, ordered: 0.80 3.47 eV Å⁻¹
Relative energy (zero: lowest compared OMol25 entry of this formula, charge and spin) readings, ordered: 8.40 228.17 kJ/mol